1.
The following is a quantum chemistry calculation of a 2-piece molecular cluster, C3H9NO2P overall, from the OMol25 dataset.

Summary:
LUMO level = 4.21 eV

ORCA input file:
```
! wB97M-V def2-TZVPD RIJCOSX def2/J DEFGRID3
* xyz -1 1
C 2.408 -1.028 -0.176
C -1.136 2.420 -0.102
C 1.543 0.129 0.285
N -0.706 1.390 0.450
O -3.520 -1.361 -0.111
O -0.871 -1.153 0.349
P -0.212 -0.052 -0.445
H 1.953 -1.965 0.143
H 2.468 -1.036 -1.266
H 3.425 -0.969 0.228
H -1.180 2.606 -1.183
H -1.503 3.242 0.517
H -2.568 -1.126 0.027
H 1.968 1.084 -0.037
H 1.445 0.138 1.376
H -3.514 -2.321 -0.054
*
```

These are the Löwdin partial charges, in e, on atoms 1 to 8: atom 1 (C): -0.231, atom 2 (C): -0.232, atom 3 (C): -0.446, atom 4 (N): -0.214, atom 5 (O): -0.145, atom 6 (O): -0.556, atom 7 (P): 0.560, atom 8 (H): 0.050

---

2.
The following is a quantum chemistry calculation of a 2-piece molecular cluster, C3H9NO2S overall, from the OMol25 dataset.

Summary:
LUMO level (spin up / spin down) = 2.98 / 0.71 eV

ORCA input file:
```
! wB97M-V def2-TZVPD RIJCOSX def2/J DEFGRID3
* xyz -1 2
C 1.233 0.638 -0.391
C 2.048 0.106 -1.586
S 3.756 -0.236 -1.240
N -0.233 0.389 -0.661
C -1.147 0.291 0.523
O -2.067 -0.624 0.235
H 1.753 0.433 0.570
H 1.400 1.706 -0.449
H 2.018 0.832 -2.437
H 1.457 -0.755 -2.008
H -0.254 -0.560 -1.047
H -1.487 1.423 0.467
H -0.769 0.131 1.546
H -2.695 -1.740 1.568
H -2.332 -0.576 2.416
O -2.683 -1.459 2.494
*
```

These are the Löwdin partial charges, in e, on atoms 1 to 8: atom 1 (C): -0.338, atom 2 (C): -0.703, atom 3 (S): 0.579, atom 4 (N): -0.062, atom 5 (C): -0.561, atom 6 (O): -0.316, atom 7 (H): 0.087, atom 8 (H): 0.080

---

3.
The following is a quantum chemistry calculation of C3H9NO2S as an isolated structure, from the OMol25 dataset.

Summary:
LUMO level = 6.04 eV

ORCA input file:
```
! wB97M-V def2-TZVPD RIJCOSX def2/J DEFGRID3
* xyz -2 1
C 0.738 0.713 0.059
O 1.616 -0.384 -0.366
C -0.716 0.598 -0.520
C -1.069 -0.791 -0.886
S -2.820 -0.886 -1.795
N -1.592 1.090 0.512
H 0.657 0.519 1.066
H 1.036 1.738 -0.057
H -0.723 1.424 -1.373
H -1.063 -1.477 -0.057
H -0.463 -1.027 -1.747
H -2.506 0.845 0.114
H -1.649 0.466 1.211
H 1.995 -0.655 0.755
H 3.698 -1.039 1.303
O 2.860 -1.134 1.781
*
```

These are the Löwdin partial charges, in e, on atoms 1 to 8: atom 1 (C): -0.281, atom 2 (O): -0.271, atom 3 (C): -0.538, atom 4 (C): -0.603, atom 5 (S): -0.106, atom 6 (N): -0.007, atom 7 (H): 0.056, atom 8 (H): 0.079

---

4.
The following is a quantum chemistry calculation of a 2-piece molecular cluster, C3H9NO2S overall, from the OMol25 dataset.

Summary:
LUMO level (spin up / spin down) = -0.48 / -0.23 eV

ORCA input file:
```
! wB97M-V def2-TZVPD RIJCOSX def2/J DEFGRID3
* xyz 0 1
C -1.634 1.181 1.745
C 1.394 0.593 1.444
C 0.836 -1.490 -2.573
N 0.279 -0.444 -0.230
O -1.599 -0.737 -2.014
O 0.824 0.606 0.249
S -0.256 -0.173 -1.898
H -1.512 2.275 1.656
H -1.201 0.847 0.800
H -2.513 0.668 2.159
H 1.385 -0.230 2.178
H -1.000 0.792 2.597
H 1.757 1.503 1.877
H 1.816 -1.494 -2.163
H 0.910 -1.351 -3.617
H 0.514 -2.546 -2.212
*
```

These are the Löwdin partial charges, in e, on atoms 1 to 8: atom 1 (C): -0.045, atom 2 (C): 0.020, atom 3 (C): -0.248, atom 4 (N): -0.214, atom 5 (O): -0.517, atom 6 (O): -0.241, atom 7 (S): 0.857, atom 8 (H): 0.038

---

5.
The following is a quantum chemistry calculation of a 2-piece molecular cluster, C3H9NO2S overall, from the OMol25 dataset.

Summary:
structure (SMILES) = CNC(=O)CS.O
LUMO level = 0.35 eV

ORCA input file:
```
! wB97M-V def2-TZVPD RIJCOSX def2/J DEFGRID3
* xyz 0 1
O 0.815 0.328 2.075
S -0.300 2.891 3.022
C 0.238 0.847 1.087
N 0.147 0.251 -0.081
C -0.302 2.225 1.251
C 0.616 -1.053 -0.268
H 0.778 2.092 3.174
H -0.211 0.900 -0.787
H 0.315 2.945 0.679
H -1.320 2.234 0.815
H 1.699 -0.974 -0.461
H 0.124 -1.438 -1.177
H 0.456 -1.773 0.552
O -1.244 -3.171 -3.625
H -1.485 -2.797 -2.747
H -0.326 -3.507 -3.509
*
```

These are the Löwdin partial charges, in e, on atoms 1 to 8: atom 1 (O): -0.027, atom 2 (S): 0.681, atom 3 (C): -0.579, atom 4 (N): -0.010, atom 5 (C): -0.446, atom 6 (C): -0.082, atom 7 (H): -0.138, atom 8 (H): 0.161

---

6.
The following is a quantum chemistry calculation of one molecule with the formula C3H9NO2S, from the OMol25 dataset.

Summary:
structure (SMILES) = C[C@H](N)S(C)(=O)=O
LUMO level = 0.59 eV

ORCA input file:
```
! wB97M-V def2-TZVPD RIJCOSX def2/J DEFGRID3
* xyz 0 1
C 1.454 -1.432 -0.041
C -2.110 0.854 0.938
C 0.189 -0.657 -0.385
N 0.463 0.631 -0.967
O -0.979 -1.239 2.060
O 0.354 0.787 1.914
S -0.585 -0.081 1.276
H 2.228 -0.616 0.121
H 1.636 -2.182 -0.867
H 1.274 -1.931 0.868
H -2.603 1.227 1.846
H -1.883 1.678 0.203
H -2.644 0.074 0.244
H -0.587 -1.184 -0.928
H 1.330 1.052 -0.704
H -0.449 1.130 -1.048
*
```

These are the Löwdin partial charges, in e, on atoms 1 to 8: atom 1 (C): -0.060, atom 2 (C): -0.155, atom 3 (C): -0.455, atom 4 (N): -0.006, atom 5 (O): -0.362, atom 6 (O): -0.335, atom 7 (S): 0.613, atom 8 (H): 0.107

---

7.
The following is a quantum chemistry calculation of a 2-piece molecular cluster, C3H9NO2S overall, from the OMol25 dataset.

Summary:
structure (SMILES) = N[C@@H](C=O)CS.O
LUMO level = 0.62 eV

ORCA input file:
```
! wB97M-V def2-TZVPD RIJCOSX def2/J DEFGRID3
* xyz 0 1
O -0.459 2.048 0.025
C -0.786 0.910 0.266
C -0.047 -0.286 -0.280
C 0.517 -0.057 -1.681
S 1.569 -1.446 -2.196
N 1.040 -0.593 0.707
H -1.507 0.724 1.064
H -0.671 -1.184 -0.227
H 0.926 0.946 -1.709
H -0.326 -0.097 -2.362
H 2.546 -0.762 -2.803
H 0.608 -0.830 1.597
H 1.486 0.312 0.862
H -3.564 0.297 4.663
H -3.405 1.600 3.844
O -2.918 0.907 4.300
*
```

These are the Löwdin partial charges, in e, on atoms 1 to 8: atom 1 (O): 0.055, atom 2 (C): -0.231, atom 3 (C): -0.447, atom 4 (C): -0.523, atom 5 (S): 0.708, atom 6 (N): 0.040, atom 7 (H): 0.118, atom 8 (H): 0.134

---

8.
The following is a quantum chemistry calculation of a 2-piece molecular cluster, C3H9NO2S overall, from the OMol25 dataset.

Summary:
structure (SMILES) = O=CNCCS.O
LUMO level = 0.64 eV

ORCA input file:
```
! wB97M-V def2-TZVPD RIJCOSX def2/J DEFGRID3
* xyz 0 1
O -0.571 0.669 -2.375
C -0.813 0.913 -1.168
N -0.686 0.043 -0.067
C -0.496 0.498 1.258
C 0.979 0.613 1.737
S 2.235 -0.405 0.799
H -1.373 1.858 -0.908
H -0.175 -0.791 -0.319
H -0.884 1.598 1.493
H -1.133 -0.244 1.838
H 1.269 1.597 1.515
H 1.149 0.311 2.900
H 2.656 0.528 -0.056
H -0.266 -2.937 -1.891
H -0.834 -1.835 -2.738
O -1.057 -2.416 -2.019
*
```

These are the Löwdin partial charges, in e, on atoms 1 to 8: atom 1 (O): -0.029, atom 2 (C): -0.291, atom 3 (N): -0.032, atom 4 (C): -0.305, atom 5 (C): -0.504, atom 6 (S): 0.673, atom 7 (H): 0.137, atom 8 (H): 0.075

---

9.
The following is a quantum chemistry calculation of a 2-piece molecular cluster, C3H9NO2S overall, from the OMol25 dataset.

Summary:
structure (SMILES) = N[C@@H](C=O)CS.O
LUMO level = 0.63 eV

ORCA input file:
```
! wB97M-V def2-TZVPD RIJCOSX def2/J DEFGRID3
* xyz 0 1
O 0.652 1.730 -1.993
C 0.420 0.588 -1.714
C 0.922 -0.128 -0.449
C -0.137 -1.256 -0.205
S -0.177 -1.868 1.486
N 2.227 -0.701 -0.599
H -0.181 -0.035 -2.414
H 0.692 0.603 0.326
H -0.022 -1.975 -1.009
H -1.089 -0.731 -0.303
H 0.423 -3.043 1.263
H 2.288 -1.518 -1.186
H 2.803 -0.043 -1.094
H -3.076 2.602 2.039
H -3.735 3.564 1.206
O -2.837 3.272 1.427
*
```

These are the Löwdin partial charges, in e, on atoms 1 to 8: atom 1 (O): 0.071, atom 2 (C): -0.247, atom 3 (C): -0.449, atom 4 (C): -0.566, atom 5 (S): 0.718, atom 6 (N): 0.066, atom 7 (H): 0.127, atom 8 (H): 0.135

---

10.
The following is a quantum chemistry calculation of a 2-piece molecular cluster, C3H9NO2S2 overall, from the OMol25 dataset.

Summary:
structure (SMILES) = N[C@H](C=O)CSS.O
LUMO level = 0.20 eV

ORCA input file:
```
! wB97M-V def2-TZVPD RIJCOSX def2/J DEFGRID3
* xyz 0 1
N 1.228 -0.349 -0.247
C 0.477 0.293 0.714
C -0.034 -0.536 1.754
O 0.113 -1.791 1.933
C -0.749 1.010 0.109
S 0.031 2.656 -0.607
S 0.769 2.052 -2.359
H 2.201 -0.047 -0.295
H 0.868 -1.071 -0.860
H 1.231 1.174 1.243
H -0.424 0.088 2.674
H -1.473 1.289 0.820
H -1.268 0.292 -0.761
H 0.006 2.910 -3.193
H -1.618 -2.948 -0.749
H -0.490 -2.573 0.356
O -0.868 -2.450 -0.533
*
```

These are the Löwdin partial charges, in e, on atoms 1 to 8: atom 1 (N): 0.031, atom 2 (C): -0.578, atom 3 (C): -0.210, atom 4 (O): -0.008, atom 5 (C): -0.406, atom 6 (S): 0.360, atom 7 (S): 0.249, atom 8 (H): 0.098

---

11.
The following is a quantum chemistry calculation of a 2-piece molecular cluster, C3H9NO2S2 overall, from the OMol25 dataset.

Summary:
LUMO level (spin up / spin down) = 0.58 / -3.68 eV

ORCA input file:
```
! wB97M-V def2-TZVPD RIJCOSX def2/J DEFGRID3
* xyz 0 3
C 1.109 -1.170 -1.299
C -0.785 0.537 1.909
C 0.974 0.299 -1.244
N 2.002 1.152 -1.723
O 0.098 0.843 -0.649
O -3.259 0.045 1.342
S -1.578 -1.977 0.521
S -1.831 -0.089 0.504
H 0.296 -1.537 -1.865
H 1.193 -1.375 -0.241
H 2.090 -1.307 -1.802
H -0.496 1.633 1.791
H 0.232 -0.026 2.009
H -1.372 0.704 2.825
H 2.728 0.890 -2.369
H -3.234 -0.795 1.882
H 1.833 2.172 -1.589
*
```

These are the Löwdin partial charges, in e, on atoms 1 to 8: atom 1 (C): -0.059, atom 2 (C): -0.301, atom 3 (C): -0.662, atom 4 (N): 0.094, atom 5 (O): -0.055, atom 6 (O): -0.445, atom 7 (S): 0.308, atom 8 (S): 0.525

---

12.
The following is a quantum chemistry calculation of one molecule with the formula C3H9NO2S3, from the OMol25 dataset.

Summary:
LUMO level = 0.44 eV

ORCA input file:
```
! wB97M-V def2-TZVPD RIJCOSX def2/J DEFGRID3
* xyz 0 1
C -1.196 1.393 1.248
C -2.446 -0.285 0.047
C 3.131 -0.654 -1.210
N -1.235 -0.029 0.804
O -0.456 -2.368 0.696
O 1.202 -0.482 0.356
S 1.349 -0.281 -1.308
S 1.163 1.521 -1.937
S -0.059 -1.100 1.292
H -1.225 2.181 0.340
H -1.995 1.711 1.874
H -0.160 1.563 1.502
H -2.603 -1.331 0.041
H -3.340 0.090 0.543
H -2.447 0.271 -0.897
H 3.349 -0.432 -0.189
H 3.773 -0.116 -1.838
H 3.193 -1.653 -1.363
*
```

These are the Löwdin partial charges, in e, on atoms 1 to 8: atom 1 (C): -0.116, atom 2 (C): -0.105, atom 3 (C): -0.258, atom 4 (N): -0.444, atom 5 (O): -0.431, atom 6 (O): -0.742, atom 7 (S): 0.446, atom 8 (S): 0.140

---

13.
The following is a quantum chemistry calculation of C3H9NO2Zr as an isolated structure, from the OMol25 dataset.

Summary:
LUMO level (spin up / spin down) = -12.85 / -12.85 eV

ORCA input file:
```
! wB97M-V def2-TZVPD RIJCOSX def2/J DEFGRID3
* xyz 2 1
Zr 0.002 -0.084 -0.111
C 0.699 -0.315 -2.118
H 1.794 -0.407 -2.073
H 0.187 -1.226 -2.476
H 0.370 0.598 -2.640
H -1.236 1.132 -0.747
H -1.744 0.207 -0.645
N -0.368 0.149 2.124
C 0.980 0.821 2.357
C 1.443 1.884 1.350
O 1.996 2.884 1.678
O 1.167 1.545 0.025
H -1.233 0.690 2.361
H -0.486 -0.769 2.629
H 0.895 1.248 3.353
H 1.730 0.020 2.426
*
```

These are the Löwdin partial charges, in e, on atoms 1 to 8: atom 1 (Zr): 1.787, atom 2 (C): -0.266, atom 3 (H): 0.057, atom 4 (H): 0.045, atom 5 (H): 0.055, atom 6 (H): 0.181, atom 7 (H): 0.167, atom 8 (N): -0.127

---

14.
The following is a quantum chemistry calculation of a 2-piece molecular cluster, C3H9NO3 overall, from the OMol25 dataset.

Summary:
structure (SMILES) = CCNC(=O)O.O
LUMO level = 0.63 eV

ORCA input file:
```
! wB97M-V def2-TZVPD RIJCOSX def2/J DEFGRID3
* xyz 0 1
C -2.322 0.162 -0.748
N -1.070 0.881 -0.507
C 0.059 0.142 -0.260
O 0.950 0.844 0.470
O 0.369 -0.920 -0.755
C -2.961 -0.325 0.544
H -1.990 -0.705 -1.306
H -2.967 0.744 -1.404
H -0.816 1.850 -0.590
H 1.575 0.186 0.801
H -3.914 -0.771 0.266
H -2.321 -1.096 0.958
H -3.159 0.449 1.283
H 3.630 -1.443 0.880
H 4.943 -1.203 1.371
O 4.281 -0.723 0.849
*
```

These are the Löwdin partial charges, in e, on atoms 1 to 8: atom 1 (C): -0.231, atom 2 (N): 0.051, atom 3 (C): -0.619, atom 4 (O): 0.103, atom 5 (O): 0.083, atom 6 (C): -0.082, atom 7 (H): 0.105, atom 8 (H): 0.115

---

15.
The following is a quantum chemistry calculation of a 2-piece molecular cluster, C3H9NO3 overall, from the OMol25 dataset.

Summary:
structure (SMILES) = CC(=O)NCO.O
LUMO level = 0.44 eV

ORCA input file:
```
! wB97M-V def2-TZVPD RIJCOSX def2/J DEFGRID3
* xyz 0 1
O 0.064 1.638 -2.636
C -0.227 0.879 -1.732
N -0.261 -0.483 -2.067
C -0.899 -1.434 -1.226
O -2.319 -1.498 -1.404
C 0.013 1.246 -0.300
H 0.145 -0.655 -2.970
H -0.574 -2.449 -1.439
H -0.575 -1.376 -0.192
H -2.583 -0.880 -2.101
H -0.351 2.275 -0.206
H -0.506 0.585 0.380
H 1.066 1.316 -0.003
H 2.650 -0.366 5.671
H 2.094 0.690 4.659
O 2.265 0.512 5.565
*
```

These are the Löwdin partial charges, in e, on atoms 1 to 8: atom 1 (O): 0.056, atom 2 (C): -0.502, atom 3 (N): 0.065, atom 4 (C): -0.279, atom 5 (O): -0.051, atom 6 (C): -0.002, atom 7 (H): 0.144, atom 8 (H): 0.119

---

16.
The following is a quantum chemistry calculation of a 2-piece molecular cluster, C3H9NO3 overall, from the OMol25 dataset.

Summary:
structure (SMILES) = COC=O.NCO
LUMO level = 0.91 eV

ORCA input file:
```
! wB97M-V def2-TZVPD RIJCOSX def2/J DEFGRID3
* xyz 0 1
C -1.307 0.562 -0.603
N -2.069 0.631 0.624
O -0.365 1.593 -0.650
H 0.152 1.540 0.168
H -2.596 1.496 0.682
H -2.713 -0.149 0.697
H -1.909 0.689 -1.520
H -0.842 -0.548 -0.742
C 2.332 -0.318 -0.219
C 0.337 -1.158 0.713
O 1.344 -0.299 0.824
O 0.204 -1.995 -0.187
H -0.287 -1.096 1.615
H 3.230 0.127 0.203
H 2.509 -1.345 -0.539
H 1.980 0.274 -1.065
*
```

These are the Löwdin partial charges, in e, on atoms 1 to 8: atom 1 (C): -0.393, atom 2 (N): 0.022, atom 3 (O): -0.060, atom 4 (H): 0.076, atom 5 (H): 0.076, atom 6 (H): 0.078, atom 7 (H): 0.116, atom 8 (H): 0.125

---

In the order shown, the computed energy relative to the best compared isomer or geometry (same formula, charge and spin) values come out to 135.14 206.34 168.85 730.56 145.05 256.12 197.03 188.16 222.94 283.13 76.65 97.71 327.26 76.51 153.13 210.63 kJ/mol.
In the order shown, the computed F_max values come out to 1.69 3.40 4.68 3.80 4.86 3.55 1.44 3.84 2.93 7.03 8.16 3.97 6.24 1.60 3.71 3.58 eV/Å.